Entry 1:
The following is a DFT calculation (ωB97M-V with the def2-TZVPD basis set) of a single C5H10O molecule.

CARTESIAN COORDINATES (ANGSTROEM)
C 2.020 -0.071 -0.271
C 0.875 0.567 0.497
C -0.475 0.225 -0.095
C -0.953 -1.231 0.024
C -2.585 1.285 0.228
O -1.449 0.929 0.730
H 1.952 -1.162 -0.242
H 2.015 0.240 -1.323
H 2.978 0.221 0.163
H 0.867 0.256 1.547
H 0.971 1.662 0.490
H -0.542 0.600 -1.132
H -0.154 -1.952 0.173
H -1.556 -1.589 -0.820
H -1.580 -1.264 0.914
H -2.387 1.284 -0.884

The charge is 0. The value obtained for the energy relative to the best compared isomer or geometry (same formula, charge and spin) is 330.8 kJ/mol. For the HOMO-LUMO gap, the calculation gives 9.343 eV. The LUMO energy is 0.894 eV. As for the total energy: -7391.3370 eV. As for the multiplicity: 1.


Entry 2:
The following is a DFT calculation (ωB97M-V with the def2-TZVPD basis set) of a single C5H10O molecule.

CARTESIAN COORDINATES (ANGSTROEM)
C -2.374 0.358 -0.125
C -1.119 -0.501 -0.010
C 0.162 0.327 0.070
C 1.413 -0.552 0.083
C 2.690 0.254 0.026
O 2.821 1.335 0.548
H -3.274 -0.260 -0.211
H -2.492 1.006 0.751
H -2.325 1.003 -1.011
H -1.190 -1.149 0.875
H -1.056 -1.173 -0.877
H 0.212 1.005 -0.792
H 0.155 0.967 0.960
H 1.401 -1.263 -0.752
H 1.446 -1.154 1.005
H 3.531 -0.203 -0.540

The charge is 0. The value obtained for the energy relative to the best compared isomer or geometry (same formula, charge and spin) is 37.0 kJ/mol. For the HOMO-LUMO gap, the calculation gives 10.829 eV. The LUMO energy is 1.019 eV. As for the total energy: -7394.3816 eV. As for the multiplicity: 1.


Entry 3:
The following is a DFT calculation (ωB97M-V with the def2-TZVPD basis set) of a molecular structure, C5H10O at a distorted geometry.

CARTESIAN COORDINATES (ANGSTROEM)
C -0.005 0.487 -2.176
C 0.607 -0.181 0.084
C -0.336 -1.236 -0.057
C 0.046 0.931 0.979
C 0.081 0.531 2.585
H -0.324 1.638 -2.087
H -0.964 -0.181 -2.200
H 0.426 0.461 -3.224
H 1.546 -0.557 0.587
H -1.345 -0.756 -0.351
H 0.000 -2.000 -0.791
H -0.412 -1.884 0.861
H -0.553 1.956 0.354
H -0.424 1.307 3.275
H 0.568 -0.701 3.384
O 1.089 0.185 -1.223

The charge is 0. The value obtained for the energy relative to the best compared isomer or geometry (same formula, charge and spin) is 711.7 kJ/mol. For the HOMO-LUMO gap, the calculation gives 9.202 eV. The LUMO energy is 0.440 eV. As for the total energy: -7387.3890 eV. As for the multiplicity: 1.


Entry 4:
The following is a DFT calculation (ωB97M-V with the def2-TZVPD basis set) of a single C5H10O molecule at a distorted geometry.

CARTESIAN COORDINATES (ANGSTROEM)
C 2.025 -0.150 -0.223
C 0.720 -0.850 0.215
C -0.480 -0.035 0.272
C -0.415 1.470 0.310
C -1.838 -0.682 -0.297
H 2.597 0.456 0.474
H 2.655 -1.012 -0.550
H 1.787 0.494 -1.116
H 0.511 -1.827 -0.209
H -1.051 1.775 1.143
H -0.578 1.869 -0.688
H 0.610 1.803 0.656
H -2.184 -0.237 -1.256
H -2.738 -0.572 0.357
H -1.642 -1.798 -0.499
O 0.023 -0.705 1.411

The charge is 0. The value obtained for the energy relative to the best compared isomer or geometry (same formula, charge and spin) is 167.8 kJ/mol. For the HOMO-LUMO gap, the calculation gives 11.107 eV. The LUMO energy is 0.980 eV. As for the total energy: -7393.0260 eV. As for the multiplicity: 1.